{
  "formula": "C4H7N3",
  "method": "wB97M-V/def2-TZVPD",
  "total_energy_ev": -8725.7571,
  "de_lowest_kj_mol": 571.4,
  "lumo_energy_ev": [0.578, 0.373],
  "gap_ev": [8.23, 8.20],
  "largest_force_ev_per_a": 1.0,
  "spin_multiplicity": 1,
  "elements": ["N", "N", "C", "H", "H", "C", "H", "C", "N", "H", "H", "C", "H", "H"],
  "xyz": [[1.648, 0.152, 0.224], [-0.749, -2.005, 0.585], [-0.010, -0.467, -1.347], [2.463, 0.649, -0.126], [-0.837, -0.487, -2.047], [0.345, 0.502, -0.175], [-0.405, -2.216, 1.515], [0.019, -1.063, -0.083], [1.513, -1.159, -0.190], [-0.035, 2.611, -0.345], [-1.461, 1.616, -0.068], [-0.407, 1.732, 0.194], [-0.345, 1.938, 1.265], [-1.740, -1.804, 0.598]]
}

{
  "formula": "C4H7N3",
  "method": "wB97M-V/def2-TZVPD",
  "total_energy_ev": -8727.0669,
  "de_lowest_kj_mol": 445.0,
  "lumo_energy_ev": -0.454,
  "gap_ev": 8.44,
  "largest_force_ev_per_a": 4.3,
  "spin_multiplicity": 1,
  "elements": ["C", "H", "H", "C", "H", "N", "H", "C", "N", "H", "H", "H", "C", "N"],
  "xyz": [[1.130, -1.781, -0.738], [1.321, -2.105, 0.295], [-0.228, -1.693, -0.862], [-0.895, 1.067, 0.570], [-1.661, 2.259, -0.576], [-0.859, 1.664, -0.557], [1.070, -0.063, -1.897], [1.214, -0.330, -0.833], [-0.051, 0.064, 0.778], [1.661, -2.279, -1.603], [-0.077, -0.208, 1.759], [1.907, 0.338, -0.379], [-1.879, 1.390, 1.617], [-2.652, 1.678, 2.428]]
}

{
  "formula": "C4H7N3",
  "method": "wB97M-V/def2-TZVPD",
  "total_energy_ev": -8731.1117,
  "de_lowest_kj_mol": 54.8,
  "lumo_energy_ev": 0.587,
  "gap_ev": 10.34,
  "smiles": "CC/N=C(/N)C#N",
  "largest_force_ev_per_a": 1.2,
  "spin_multiplicity": 1,
  "elements": ["H", "N", "H", "H", "N", "C", "H", "C", "H", "N", "C", "C", "H", "H"],
  "xyz": [[-0.683, -0.649, -1.481], [1.899, 1.310, -1.668], [-1.666, -1.494, -0.284], [-1.316, 1.547, -0.483], [0.026, -0.698, 0.515], [-1.890, 0.650, -0.227], [-2.201, 0.731, 0.820], [1.198, -0.259, 0.314], [1.737, -1.104, 1.968], [2.192, -0.641, 1.191], [1.617, 0.588, -0.808], [-1.049, -0.603, -0.445], [2.924, 0.007, 1.439], [-2.788, 0.615, -0.852]]
}

{
  "formula": "C4H7N3",
  "method": "wB97M-V/def2-TZVPD",
  "total_energy_ev": -8727.3751,
  "de_lowest_kj_mol": 415.3,
  "lumo_energy_ev": [-1.596, -1.599],
  "gap_ev": [6.93, 6.93],
  "largest_force_ev_per_a": 1.2,
  "spin_multiplicity": 1,
  "elements": ["H", "H", "N", "H", "H", "C", "C", "H", "C", "C", "H", "H", "N", "N"],
  "xyz": [[-0.534, -0.257, -1.645], [-1.920, -0.256, 2.017], [-1.251, 0.137, 1.361], [-0.852, 1.974, -1.018], [-0.162, 0.861, -3.009], [-0.172, -0.578, 1.335], [0.018, -1.682, 2.307], [1.162, -0.046, -2.127], [0.089, 1.412, -0.965], [0.200, 0.453, -2.053], [0.860, 1.821, -0.344], [1.640, -0.902, 0.643], [0.141, -2.544, 3.072], [0.779, -0.393, 0.427]]
}